ORCA calculation (ωB97M-V/def2-TZVPD) on a cluster of 14 separate species, C44H124N8O20 in total.

As for the gap between HOMO and LUMO (alpha / beta): 1.737 / 9.221 eV. The highest occupied orbital energy (alpha / beta) comes out at 0.153 / -7.337 eV. For the LUMO energy (alpha / beta), the calculation gives 1.89 / 1.88 eV. Its total energy is -3693.22743 Eh.

ORCA input file:
```
! wB97M-V def2-TZVPD RIJCOSX def2/J DEFGRID3
* xyz -1 2
C 2.404 2.000 -5.636
C 2.047 0.808 -6.502
C 1.008 -0.132 -5.752
O 1.576 -0.300 -4.426
C 0.755 -0.968 -3.447
N 1.552 1.307 -7.708
H 2.852 2.889 -6.078
H 3.206 1.621 -5.002
H 1.563 2.308 -5.016
H 2.932 0.181 -6.610
H 0.812 -0.989 -6.397
H 0.118 0.495 -5.686
H 0.210 -1.807 -3.878
H 0.074 -0.124 -3.337
H 1.318 -1.198 -2.542
H 1.188 2.212 -7.449
H 2.267 1.705 -8.299
C 7.945 -0.777 -3.741
C 7.257 -1.494 -4.879
C 5.809 -1.701 -4.527
O 5.524 -2.416 -3.351
C 4.187 -2.524 -3.027
N 7.607 -0.814 -6.142
H 7.696 0.275 -3.599
H 9.028 -0.865 -3.833
H 7.822 -1.323 -2.806
H 7.668 -2.492 -5.030
H 5.347 -2.242 -5.353
H 5.387 -0.697 -4.516
H 3.749 -1.543 -2.841
H 4.084 -3.080 -2.095
H 3.545 -2.926 -3.810
H 7.419 -1.387 -6.953
H 7.014 0.000 -6.215
C -4.608 -4.508 -4.976
C -5.279 -5.126 -3.813
C -4.939 -4.421 -2.383
O -3.483 -4.508 -2.131
C -3.208 -4.745 -0.745
N -6.745 -5.075 -3.960
H -4.949 -3.486 -5.143
H -4.661 -4.994 -5.950
H -3.519 -4.517 -4.913
H -4.946 -6.163 -3.781
H -5.644 -4.769 -1.628
H -5.212 -3.374 -2.514
H -3.292 -5.814 -0.552
H -3.813 -4.228 -0.001
H -2.180 -4.482 -0.494
H -6.960 -4.108 -3.763
H -7.147 -5.499 -3.136
C -6.915 0.174 -0.276
C -6.854 -0.903 0.797
C -5.885 -2.046 0.698
O -6.267 -2.997 1.700
C -7.049 -4.115 1.251
N -6.877 -0.141 2.075
H -7.836 0.758 -0.277
H -6.811 -0.200 -1.295
H -6.085 0.838 -0.037
H -7.840 -1.357 0.697
H -4.931 -1.582 0.949
H -5.720 -2.515 -0.272
H -7.517 -4.647 2.079
H -6.414 -4.782 0.667
H -7.829 -3.732 0.593
H -7.733 0.395 2.080
H -6.943 -0.780 2.854
C 4.619 -2.732 3.330
C 5.836 -3.411 2.606
C 6.782 -2.351 2.115
O 6.370 -1.425 1.058
C 6.184 -2.066 -0.257
N 6.445 -4.394 3.502
H 4.039 -2.111 2.647
H 5.055 -2.092 4.097
H 3.968 -3.387 3.909
H 5.354 -4.002 1.827
H 7.679 -2.803 1.691
H 7.285 -1.785 2.899
H 7.045 -2.589 -0.672
H 6.010 -1.318 -1.031
H 5.435 -2.844 -0.403
H 7.331 -4.760 3.182
H 6.731 -4.056 4.410
C 4.421 4.690 0.622
C 3.712 6.036 0.603
C 2.612 6.187 1.732
O 2.063 7.518 1.588
C 1.143 7.751 0.536
N 4.665 7.075 0.775
H 5.098 4.447 1.440
H 4.960 4.424 -0.288
H 3.771 3.816 0.665
H 3.200 6.177 -0.349
H 2.994 6.193 2.753
H 1.795 5.470 1.656
H 0.201 7.989 1.030
H 0.981 6.990 -0.228
H 1.531 8.593 -0.035
H 5.116 6.745 1.616
H 4.140 7.876 1.095
C 0.669 2.753 -2.113
C 0.034 3.851 -1.262
C -0.608 3.400 0.088
O -0.817 4.429 1.033
C -1.909 5.327 0.790
N 1.245 4.557 -0.933
H 1.325 3.286 -2.801
H -0.095 2.149 -2.603
H 1.348 2.091 -1.575
H -0.715 4.441 -1.791
H 0.083 2.747 0.621
H -1.504 2.865 -0.228
H -2.053 5.933 1.685
H -2.811 4.755 0.571
H -1.767 6.023 -0.036
H 2.008 3.901 -0.846
H 1.268 5.114 -0.091
C -1.987 -0.102 1.047
C -0.781 -0.481 0.179
C 0.609 -0.191 0.967
O 1.690 -0.632 0.094
C 2.945 0.032 0.328
N -0.794 -1.863 -0.197
H -2.924 -0.247 0.511
H -2.082 0.881 1.509
H -1.991 -0.775 1.904
H -0.854 0.068 -0.760
H 0.735 -0.592 1.973
H 0.707 0.891 1.052
H 3.507 -0.434 1.137
H 2.851 1.097 0.538
H 3.429 -0.088 -0.642
H -1.382 -1.850 -1.019
H 0.137 -1.996 -0.564
C -6.166 2.933 3.792
C -5.075 2.643 2.729
O -4.494 1.366 2.613
O -5.604 2.965 5.121
H -6.970 2.198 3.782
H -6.670 3.879 3.591
H -4.269 3.323 3.004
H -5.486 2.936 1.762
H -5.164 0.695 2.463
H -5.042 2.188 5.079
C 2.821 2.046 3.737
C 2.892 1.267 5.010
O 3.030 -0.126 4.773
O 2.194 3.331 3.958
H 2.166 1.465 3.087
H 3.717 2.212 3.138
H 1.935 1.422 5.507
H 3.681 1.594 5.687
H 2.767 -0.585 5.574
H 1.430 3.270 4.536
C -1.170 -1.999 4.809
C -2.730 -1.878 4.724
O -3.390 -2.762 5.693
O -0.788 -1.301 5.963
H -0.652 -1.575 3.948
H -0.930 -3.060 4.882
H -2.951 -2.264 3.728
H -3.091 -0.851 4.778
H -4.283 -2.807 5.343
H -1.517 -1.583 6.520
C -1.171 3.629 4.876
C -1.353 2.476 3.855
O -2.320 1.505 4.179
O -0.181 3.425 5.864
H -2.102 3.987 5.315
H -0.857 4.533 4.356
H -0.391 1.964 3.815
H -1.561 2.939 2.890
H -3.084 1.589 3.604
H -0.564 3.912 6.597
C -2.942 -0.778 -3.807
C -4.427 -0.327 -3.493
O -5.392 -1.188 -4.036
O -2.474 -1.699 -2.836
H -2.159 -0.027 -3.702
H -2.861 -1.245 -4.789
H -4.496 0.644 -3.983
H -4.676 -0.236 -2.436
H -6.185 -0.778 -4.388
H -2.949 -2.527 -2.945
C 1.872 -4.097 1.758
C 0.511 -4.653 1.765
O -0.457 -3.648 1.801
O 2.107 -3.603 0.382
H 2.587 -4.906 1.909
H 1.976 -3.286 2.479
H 0.359 -5.166 2.714
H 0.283 -5.350 0.958
H -0.403 -3.135 0.991
H 2.150 -2.644 0.373
*
```

Löwdin population analysis, charges in e, atoms 1 to 99: -0.0766 -0.4670 -0.1465 -0.2412 -0.0645 0.0235 0.0798 0.0696 0.0687 0.1308 0.1210 0.1132 0.0917 0.0601 0.0733 0.0668 0.0758 -0.0637 -0.4458 -0.2213 -0.1774 -0.1224 0.0464 0.0863 0.0748 0.0598 0.1394 0.1257 0.1253 0.0742 0.0816 0.0946 0.0644 0.0634 -0.0961 -0.4173 -0.1414 -0.2013 -0.0946 0.0280 0.0648 0.0753 0.0765 0.1288 0.0932 0.0862 0.0844 0.0769 0.0707 0.0382 0.0483 -0.1526 -0.4471 -0.1768 -0.2112 -0.1059 0.0465 0.0423 0.0474 0.0594 0.1087 0.1136 0.1109 0.0833 0.0639 0.0705 0.0692 0.0775 -0.0556 -0.4206 -0.1974 -0.1774 -0.0922 0.0327 0.0552 0.0684 0.0742 0.1278 0.1079 0.1253 0.0782 0.0700 0.0675 0.0622 0.0652 -0.0627 -0.4481 -0.1434 -0.2191 -0.1049 0.0414 0.0776 0.0779 0.0503 0.1176 0.1273 0.0989 0.0852 0.0662